[1]
Here is C14H31AsN2O4OsS5SbSi3 as an isolated structure from the OMol25 dataset. Energies are from the ωB97M-V functional and the def2-TZVPD basis.

Each line ends with the natural charge from an NBO analysis.
CARTESIAN COORDINATES (ANGSTROEM)
Os 2.02106 -0.82227 0.14268  0.317
S 4.67479 3.00369 -1.56587  -0.825
As 4.60618 0.97109 -0.96834  0.956
S 2.99768 -0.24584 -1.95089  -0.567
S 3.45595 0.68052 0.98286  -0.290
S 6.45942 -0.02068 -0.84426  -0.778
O 0.73228 -2.41412 -0.54831  -0.601
N 0.95499 -3.56222 0.09431  -0.004
C -0.09245 -4.39318 0.25349  0.040
C 0.05841 -5.63918 0.79587  -0.290
C 1.34046 -6.03312 1.19911  -0.189
C 2.38705 -5.16268 1.06584  -0.241
C 2.21151 -3.86686 0.53316  0.017
S 3.45772 -2.72034 0.40691  0.053
H -1.03174 -3.98016 -0.07868  0.223
H -0.80675 -6.27278 0.92382  0.209
H 1.50033 -7.00859 1.64115  0.203
H 3.38210 -5.41880 1.40101  0.227
C -0.60370 -0.02872 -3.68306  -1.129
Si -1.58752 0.00267 -2.08846  1.343
C -3.08394 1.13603 -2.27269  -1.117
C -2.23336 -1.72621 -1.75808  -1.124
Sb -0.03288 0.80865 -0.24042  0.003
Si -1.42571 0.86201 1.90425  1.357
C -2.28892 -0.77885 2.17715  -1.129
C -0.23433 1.29271 3.28316  -1.128
C -2.77945 2.18092 1.87367  -1.119
Si 0.36770 3.24954 -0.90430  1.397
C 1.43073 4.00757 0.42710  -1.137
C -1.25693 4.21722 -1.00837  -1.120
C 1.13123 3.29437 -2.60141  -1.146
H -1.06629 -0.71750 -4.39704  0.221
H 0.42358 -0.35193 -3.49662  0.282
H -0.55992 0.95899 -4.14552  0.230
H -3.71679 0.78847 -3.09614  0.220
H -2.78923 2.16538 -2.48006  0.233
H -3.68587 1.13600 -1.36083  0.228
H -2.91797 -2.01726 -2.56215  0.215
H -2.76694 -1.79286 -0.80814  0.229
H -1.39058 -2.41522 -1.73391  0.265
H -1.56250 -1.58209 2.30086  0.284
H -2.94511 -1.01188 1.33480  0.218
H -2.90950 -0.71921 3.07792  0.219
H 0.71479 0.76631 3.16133  0.277
H -0.65812 1.01937 4.25416  0.228
H -0.03147 2.36663 3.28700  0.229
H -3.50461 2.00565 1.07571  0.225
H -2.36420 3.18127 1.74371  0.228
H -3.31686 2.16545 2.82798  0.221
H 0.85944 4.16175 1.34802  0.219
H 1.81461 4.97239 0.08397  0.235
H 2.29051 3.37074 0.63772  0.291
H -1.97384 3.97519 -0.22470  0.229
H -1.74029 4.05363 -1.97403  0.222
H -1.02081 5.28423 -0.93552  0.224
H 2.15407 2.91371 -2.57393  0.309
H 1.15902 4.33193 -2.95365  0.220
H 0.55140 2.70544 -3.31498  0.223
O 2.41113 -1.43687 3.51663  -0.445
N 1.32979 -1.82904 3.11084  0.725
O 0.61602 -2.62233 3.74104  -0.519
O 0.88459 -1.43872 1.96312  -0.596

## Properties
- Frontier orbital gap (alpha / beta): 5.355 / 5.284 eV
- <S²>: 0.757
- Relative energy (zero: lowest compared OMol25 entry of this formula, charge and spin): 6.1 kcal per mole
- Net charge: -2
- E: -6388.775629 Ha
- Spin multiplicity: 2

[2]
Here is C5H11O4Rb as an isolated structure at a distorted geometry from the OMol25 dataset. Energies are from the ωB97M-V functional and the def2-TZVPD basis.

Each line ends with the natural charge from an NBO analysis.
CARTESIAN COORDINATES (ANGSTROEM)
O 1.64353 1.32642 -0.60920  -0.486
C 0.34554 1.31451 -0.84145  1.024
O -0.51804 1.43657 0.01756  -0.736
O 0.11544 1.40404 -2.14008  -0.478
C -1.25557 1.44204 -2.54811  -0.256
H -1.23893 1.46136 -3.64090  0.202
H -1.78407 0.54904 -2.19025  0.201
H -1.74499 2.33815 -2.14734  0.184
C 2.06412 1.15322 0.75814  -0.068
H 1.55395 1.89697 1.38386  0.185
H 1.74647 0.14913 1.07742  0.183
C 3.56325 1.30893 0.80811  -0.626
H 4.05478 0.57643 0.15448  0.227
H 3.86244 2.31996 0.50160  0.216
H 3.90656 1.14159 1.83733  0.214
Rb -1.58934 -1.03744 1.49668  0.982
O -0.10835 -2.21389 -0.87040  -1.064
C 0.88079 -2.71649 -1.66805  -0.201
H 0.63174 -3.69542 -2.14106  0.103
H 1.12693 -2.02688 -2.51210  0.101
H 1.85347 -2.87586 -1.14120  0.093

## Properties
- Frontier orbital gap: 5.227 eV
- Relative energy (zero: lowest compared OMol25 entry of this formula, charge and spin): 0.0 kcal per mole
- E: -522.112337 Ha

[3]
Here is one molecule with the formula C4H6N2 at a distorted geometry from the OMol25 dataset. Energies are from the ωB97M-V functional and the def2-TZVPD basis.

Each line ends with the natural charge from an NBO analysis.
CARTESIAN COORDINATES (ANGSTROEM)
C 1.41603 0.64453 -0.15774  -0.262
C 1.30662 -0.70396 -0.32511  -0.034
N 0.18852 -0.89465 0.52243  -0.262
N -1.09125 -0.99778 -0.17909  -0.468
C -1.14386 0.46649 -0.30704  -0.275
C -0.00030 0.59658 0.61435  -0.090
H 2.26164 1.31149 -0.22065  0.214
H 1.88892 -1.43640 -0.89035  0.208
H -1.79629 -1.28669 0.42295  0.340
H -2.02333 0.88484 0.12373  0.199
H -0.88059 0.59312 -1.30619  0.216
H -0.12612 0.82244 1.70271  0.214

## Properties
- Frontier orbital gap: 9.897 eV
- Relative energy (zero: lowest compared OMol25 entry of this formula, charge and spin): 110.5 kcal per mole
- E: -265.359410 Ha

[4]
Here is one molecule with the formula C5H8N2 from the OMol25 dataset. Energies are from the ωB97M-V functional and the def2-TZVPD basis.

Each line ends with the natural charge from an NBO analysis.
CARTESIAN COORDINATES (ANGSTROEM)
C 2.17342 -0.59302 -0.14889  -0.667
C 0.94008 0.17263 0.27511  0.283
C -0.30123 -0.51025 0.04519  -0.388
C -1.49559 0.17110 -0.05799  0.068
N -2.61551 -0.44499 -0.58739  -0.785
C -1.59178 1.43713 0.57479  -0.014
N 0.94004 1.36034 0.78007  -0.670
H 3.09839 -0.04347 0.04918  0.216
H 2.20921 -1.54380 0.39550  0.227
H 2.12261 -0.83476 -1.21706  0.228
H -0.30158 -1.59443 -0.04144  0.205
H -3.51151 -0.15788 -0.22208  0.391
H -2.53060 -1.44438 -0.72557  0.383
H -1.01072 2.24519 0.12731  0.179
H 1.87475 1.78059 0.75328  0.344

## Properties
- Frontier orbital gap (alpha / beta): 7.688 / 7.688 eV
- Relative energy (zero: lowest compared OMol25 entry of this formula, charge and spin): 97.9 kcal per mole
- E: -304.679408 Ha

[5]
Here is a 34-piece molecular cluster, BH70O33 overall at a distorted geometry from the OMol25 dataset. Energies are from the ωB97M-V functional and the def2-TZVPD basis.

Each line ends with the Löwdin charge.
CARTESIAN COORDINATES (ANGSTROEM)
B 0.16602 -0.01676 -0.06658  -0.408
H 0.12994 0.34839 -1.08127  0.008
H 0.02145 -1.08454 -0.12306  -0.020
H 1.14224 0.18995 0.34390  0.004
H -0.63747 0.31643 0.57189  0.001
O -4.68449 -1.03787 3.43318  -0.052
H -3.84427 -0.64359 3.19910  -0.010
H -5.32476 -0.34079 3.29050  0.069
O 4.02916 3.51232 0.27419  -0.057
H 4.03318 3.46180 1.23004  0.018
H 3.21284 3.08509 0.01471  -0.036
O 1.61367 4.54814 -3.46021  -0.032
H 0.95883 3.85094 -3.49669  -0.006
H 1.61356 4.92378 -4.34062  0.030
O -0.06298 -4.46503 -1.96349  -0.049
H 0.60412 -4.53050 -1.28017  0.004
H -0.48862 -5.32238 -1.96628  0.063
O 1.19301 -1.50937 2.01188  -0.068
H 1.14962 -0.91601 2.76172  -0.009
H 0.91796 -0.97508 1.26682  -0.067
O -1.35152 2.33737 -4.60088  -0.026
H -2.27622 2.09165 -4.62924  0.051
H -1.16063 2.65569 -5.48318  0.055
O 1.29084 -1.95940 -6.05702  -0.063
H 0.81117 -2.15419 -5.25190  -0.003
H 0.85841 -1.18275 -6.41206  0.011
O -6.07560 -0.25083 -1.24142  -0.084
H -5.53741 -0.03702 -2.00357  0.001
H -5.44868 -0.34861 -0.52474  -0.030
O -0.25649 -0.64949 -4.30303  -0.042
H -0.09824 0.14784 -4.80845  0.034
H 0.48511 -0.70263 -3.70017  0.024
O -0.33530 2.36037 4.97672  -0.023
H -0.49278 3.03996 4.32129  0.039
H -0.83833 2.64253 5.74063  0.075
O -3.23738 1.58172 0.58824  -0.017
H -2.94128 2.11318 1.32724  0.024
H -2.72282 0.77696 0.64999  0.012
O -4.70151 -1.65829 0.47012  -0.052
H -5.01088 -2.43210 0.94102  0.054
H -3.77133 -1.60046 0.68842  -0.014
O -2.85329 -2.85444 4.11534  -0.041
H -3.44722 -2.13859 3.88940  -0.009
H -3.42338 -3.53591 4.47151  0.072
O -3.56047 1.36303 -2.34617  -0.046
H -3.32029 1.52501 -1.43386  -0.012
H -3.09135 0.56188 -2.57922  0.005
O -2.12158 -4.21220 0.28594  -0.053
H -1.54322 -3.49194 0.53685  0.017
H -2.48829 -3.94326 -0.55633  0.047
O 1.63875 -3.86023 0.26318  -0.034
H 1.65183 -4.61391 0.85313  0.059
H 1.59870 -3.10096 0.84467  0.003
O 2.12059 -4.29170 -3.91049  -0.043
H 2.30937 -3.69628 -3.18518  0.012
H 1.86705 -5.11218 -3.48768  0.020
O -2.05141 -1.08025 -1.76930  -0.034
H -1.51777 -0.49331 -1.23361  -0.030
H -1.56237 -1.16970 -2.58728  0.019
O 4.88301 -1.57491 4.11165  -0.044
H 5.52837 -1.52258 3.40666  0.030
H 4.11678 -1.11381 3.77032  0.009
O -0.51866 3.10227 -1.99533  -0.040
H -1.12488 2.58857 -1.46163  0.045
H -0.55538 2.69409 -2.86036  0.011
O -0.71283 5.60090 -0.20569  -0.053
H 0.05825 5.57960 0.36109  -0.028
H -0.66424 4.78733 -0.70767  -0.013
O -2.58031 0.88984 3.70782  -0.033
H -1.85118 1.18065 3.16008  0.000
H -2.20393 0.80643 4.58396  0.041
O 6.03500 1.06423 1.46562  -0.061
H 6.10215 1.22747 2.40640  0.019
H 5.14754 0.72706 1.34329  -0.026
O 1.68173 2.43924 -0.43169  -0.061
H 1.11961 2.51655 -1.20257  0.021
H 1.27701 1.74780 0.09208  -0.011
O 1.04644 0.24958 4.07513  -0.029
H 1.90133 0.64095 4.25470  0.055
H 0.41530 0.90862 4.36420  -0.015
O 1.57364 5.04769 1.29668  -0.048
H 2.19703 5.06509 2.02283  0.050
H 2.12013 5.05881 0.51090  0.044
O 2.79819 0.28150 -2.04690  -0.029
H 2.20942 -0.47138 -2.09919  0.003
H 2.66153 0.63237 -1.16688  0.017
O 1.13768 -2.00032 -1.97355  -0.058
H 0.69896 -2.83830 -2.12037  -0.002
H 0.73261 -1.65337 -1.17871  -0.029
O 4.01764 -0.76736 1.00153  -0.033
H 3.63128 -1.45042 1.54962  0.023
H 3.90156 -1.08416 0.10577  0.054
O -2.18260 -1.75521 1.52579  -0.034
H -1.38130 -1.39174 1.14894  0.005
H -1.90866 -2.11763 2.36832  0.044
O -1.86974 -5.01792 2.99475  -0.071
H -2.19089 -4.19259 3.35795  -0.051
H -2.09719 -4.97602 2.06591  -0.017
O 4.65685 1.04756 -3.84414  -0.074
H 4.94681 1.94949 -3.70751  0.019
H 3.90849 0.94441 -3.25632  -0.038
O -0.82007 2.78627 2.10533  -0.025
H -0.23972 3.45657 2.46607  0.034
H -0.74057 2.88533 1.15659  0.035

## Properties
- Frontier orbital gap: 8.932 eV
- Relative energy (zero: lowest compared OMol25 entry of this formula, charge and spin): 0.0 kcal per mole
- Net charge: -1
- E: -2549.787473 Ha

[6]
Here is C2H2N4O as an isolated structure at a distorted geometry from the OMol25 dataset. Energies are from the ωB97M-V functional and the def2-TZVPD basis.

Each line ends with the natural charge from an NBO analysis.
CARTESIAN COORDINATES (ANGSTROEM)
C -0.22508 -0.65579 -0.81456  0.498
C 0.31870 1.44499 -0.00381  0.496
H -0.72240 -1.36341 -2.53304  0.380
H 0.22105 2.62805 -0.21869  0.145
N -0.73226 -1.60341 -1.45097  -0.613
N 0.09366 0.65414 -1.04149  -0.609
N 0.32529 -0.42289 1.55223  0.263
N 0.00749 -0.97374 0.64875  -0.059
O 0.26004 1.30269 1.21279  -0.499

## Properties
- Frontier orbital gap: 9.854 eV
- Relative energy (zero: lowest compared OMol25 entry of this formula, charge and spin): 42.3 kcal per mole
- E: -371.552954 Ha